No. 1
{
  "formula": "C29H39AsMnO2PSe2",
  "method": "wB97M-V/def2-TZVPD",
  "symbols": ["Mn", "O", "C", "C", "C", "O", "C", "Se", "C", "Se", "H", "H", "H", "H", "H", "H", "H", "H", "H", "H", "C", "C", "C", "C", "C", "C", "C", "P", "C", "C", "C", "C", "C", "C", "C", "C", "C", "C", "C", "C", "C", "C", "H", "H", "H", "H", "H", "H", "H", "H", "H", "H", "H", "H", "H", "H", "H", "H", "H", "H", "H", "H", "C", "As", "C", "C", "H", "H", "H", "H", "H", "H", "H", "H", "H"],
  "positions_angstrom": [[-0.18, -0.90, 1.54], [-0.86, 1.70, 3.92], [-0.15, 1.33, 5.06], [1.08, 0.53, 4.72], [2.00, 0.78, 5.95], [2.98, -0.16, 6.01], [0.80, -1.05, 4.77], [-0.80, -1.68, 4.00], [1.91, 0.94, 3.49], [1.64, 0.63, 1.56], [-1.25, 0.94, 3.46], [-0.77, 0.82, 5.86], [0.14, 2.26, 5.62], [1.39, 0.67, 6.88], [2.43, 1.76, 5.93], [2.60, -1.02, 5.75], [0.76, -1.16, 5.82], [1.61, -1.47, 4.24], [2.90, 0.54, 3.69], [2.15, 2.02, 3.53], [0.35, 2.62, -1.43], [0.52, 2.08, -2.85], [0.54, 2.95, -3.95], [0.63, 2.46, -5.22], [0.70, 1.09, -5.52], [0.72, 0.28, -4.43], [0.62, 0.72, -3.08], [0.71, -0.45, -1.65], [1.98, -1.66, -2.28], [1.63, -2.94, -2.67], [2.56, -3.83, -3.21], [3.90, -3.49, -3.16], [4.26, -2.13, -2.84], [3.31, -1.23, -2.31], [3.81, 0.11, -1.86], [-0.98, -1.24, -1.84], [-1.90, -0.77, -2.80], [-3.18, -1.23, -2.82], [-3.57, -2.09, -1.82], [-2.70, -2.53, -0.83], [-1.39, -2.09, -0.78], [-0.43, -2.61, 0.24], [0.33, 3.71, -1.46], [1.17, 2.30, -0.80], [-0.54, 2.21, -1.00], [0.62, 4.02, -3.85], [0.69, 3.14, -6.05], [0.76, 0.76, -6.56], [0.65, -0.75, -4.59], [0.56, -3.18, -2.64], [2.28, -4.79, -3.57], [4.69, -4.18, -3.45], [5.29, -1.89, -2.86], [4.89, 0.18, -1.95], [3.47, 0.30, -0.86], [3.45, 0.96, -2.44], [-1.52, -0.10, -3.57], [-3.82, -0.96, -3.66], [-4.60, -2.48, -1.78], [-3.08, -3.19, -0.04], [0.58, -2.84, -0.13], [-0.82, -3.52, 0.73], [-2.61, 2.83, 1.32], [-2.91, 0.96, 0.95], [-3.81, 0.37, 2.59], [-4.45, 1.03, -0.25], [-3.50, 3.24, 1.77], [-2.41, 3.29, 0.33], [-1.71, 3.10, 1.87], [-4.49, 1.18, 2.86], [-3.08, 0.21, 3.43], [-4.34, -0.55, 2.43], [-5.25, 1.73, 0.06], [-4.75, 0.00, -0.26], [-4.22, 1.42, -1.25]],
  "gap_ha": [0.24156, 0.26653],
  "relative_energy_kcal_mol": 17.5,
  "spin_multiplicity": 6,
  "total_charge": -1,
  "total_energy_ev": -266941.8987
}

No. 2
{
  "formula": "C29H39BrCoN4O3S3SbSi",
  "method": "wB97M-V/def2-TZVPD",
  "symbols": ["Co", "C", "O", "C", "C", "C", "C", "C", "C", "N", "N", "C", "C", "C", "C", "O", "C", "N", "C", "C", "C", "C", "H", "H", "H", "H", "H", "H", "H", "H", "H", "H", "H", "H", "S", "Sb", "S", "S", "O", "C", "N", "C", "C", "C", "C", "Si", "Br", "C", "C", "C", "C", "C", "C", "C", "C", "H", "H", "H", "H", "H", "H", "H", "H", "H", "H", "H", "H", "H", "H", "H", "H", "H", "H", "H", "H", "H", "H", "H", "H", "H", "H", "H"],
  "positions_angstrom": [[-2.52, 2.19, -0.52], [-3.21, -6.84, -1.31], [-2.59, -6.02, -0.34], [-3.42, -5.31, 0.48], [-4.79, -5.53, 0.58], [-5.54, -4.75, 1.45], [-4.97, -3.72, 2.20], [-3.58, -3.54, 2.10], [-2.82, -4.33, 1.26], [-5.82, -3.06, 3.12], [-5.62, -1.89, 3.53], [-4.90, -0.91, 2.85], [-4.28, 0.02, 3.69], [-3.44, 1.03, 3.24], [-3.23, 1.20, 1.87], [-2.52, 2.11, 1.35], [-3.92, 0.28, 0.97], [-3.69, 0.54, -0.33], [-4.35, -0.14, -1.24], [-5.30, -1.11, -0.88], [-5.52, -1.40, 0.44], [-4.78, -0.72, 1.43], [-2.42, -7.16, -1.99], [-3.97, -6.29, -1.88], [-3.67, -7.73, -0.87], [-5.28, -6.30, 0.00], [-6.61, -4.90, 1.52], [-3.10, -2.78, 2.69], [-1.76, -4.17, 1.16], [-4.43, -0.12, 4.75], [-2.95, 1.71, 3.93], [-4.14, 0.11, -2.27], [-5.85, -1.63, -1.66], [-6.28, -2.12, 0.71], [-3.55, 7.04, -0.36], [-2.87, 5.31, -1.71], [-1.22, 4.00, -0.41], [-4.30, 3.38, -1.13], [-1.38, 0.91, -4.42], [-1.66, 1.29, -3.30], [-1.90, 1.67, -2.21], [5.23, 0.15, -2.07], [3.71, 0.35, -1.92], [3.03, -1.03, -1.89], [3.19, 1.05, -3.19], [3.28, 1.37, -0.34], [1.14, 0.87, 0.12], [4.24, 0.74, 1.22], [4.21, -0.79, 1.28], [5.70, 1.21, 1.22], [3.58, 1.24, 2.52], [3.43, 3.26, -0.61], [4.78, 3.62, -1.25], [3.32, 4.02, 0.72], [2.29, 3.76, -1.51], [5.43, -0.35, -3.02], [5.64, -0.48, -1.27], [5.77, 1.10, -2.07], [3.41, -1.63, -2.73], [1.95, -0.94, -2.01], [3.22, -1.59, -0.97], [3.36, 0.38, -4.05], [3.72, 1.98, -3.40], [2.12, 1.25, -3.14], [4.76, -1.25, 0.45], [3.19, -1.17, 1.28], [4.69, -1.13, 2.22], [6.25, 0.86, 0.34], [6.22, 0.81, 2.11], [5.78, 2.30, 1.25], [2.53, 0.96, 2.57], [3.64, 2.33, 2.63], [4.09, 0.79, 3.38], [5.63, 3.26, -0.66], [4.86, 4.71, -1.32], [4.88, 3.22, -2.27], [4.17, 3.83, 1.38], [2.39, 3.77, 1.25], [3.30, 5.09, 0.51], [2.30, 3.30, -2.50], [2.41, 4.85, -1.65], [1.30, 3.60, -1.07]],
  "gap_ha": [0.16507, 0.16421],
  "relative_energy_kcal_mol": 18.6,
  "total_charge": -2,
  "total_energy_ev": -197403.9247
}

No. 3
{
  "formula": "C29H40BrFN2O2SiTa",
  "method": "wB97M-V/def2-TZVPD",
  "symbols": ["Ta", "C", "C", "C", "C", "C", "C", "C", "Br", "C", "O", "C", "C", "C", "C", "C", "C", "H", "H", "H", "H", "H", "H", "H", "H", "H", "H", "H", "H", "H", "H", "H", "H", "H", "H", "H", "H", "O", "C", "C", "C", "C", "C", "C", "N", "H", "H", "H", "H", "H", "H", "H", "C", "Si", "C", "C", "N", "C", "C", "C", "C", "C", "C", "F", "H", "H", "H", "H", "H", "H", "H", "H", "H", "H", "H", "H", "H"],
  "positions_angstrom": [[1.28, 0.81, -0.81], [-2.81, -5.23, 1.72], [-1.29, -5.40, 1.56], [-1.04, -6.32, 0.37], [-0.71, -6.04, 2.83], [-0.68, -4.02, 1.37], [0.09, -3.70, 0.24], [0.51, -2.41, 0.14], [1.62, -1.83, -1.36], [0.23, -1.39, 1.03], [0.60, -0.12, 0.59], [-0.42, -1.70, 2.22], [-0.86, -3.02, 2.33], [-0.61, -0.68, 3.34], [-1.23, -1.31, 4.59], [-1.55, 0.43, 2.85], [0.76, -0.11, 3.73], [-3.27, -6.20, 1.87], [-3.25, -4.78, 0.83], [-3.07, -4.60, 2.58], [-1.56, -7.26, 0.53], [0.02, -6.56, 0.26], [-1.41, -5.89, -0.56], [-1.12, -7.04, 2.95], [-0.96, -5.47, 3.73], [0.38, -6.12, 2.77], [0.33, -4.45, -0.51], [-1.38, -3.29, 3.24], [-2.24, -1.68, 4.40], [-1.30, -0.55, 5.37], [-0.62, -2.12, 4.98], [-2.55, 0.04, 2.66], [-1.19, 0.89, 1.92], [-1.63, 1.21, 3.61], [1.41, -0.90, 4.11], [0.65, 0.63, 4.52], [1.28, 0.36, 2.89], [2.66, 2.64, -0.34], [3.10, 3.39, -1.49], [3.41, 2.43, -2.57], [4.18, 2.80, -3.65], [4.50, 1.85, -4.60], [4.05, 0.54, -4.42], [3.26, 0.26, -3.34], [2.91, 1.19, -2.41], [2.69, 3.20, 0.44], [3.99, 3.97, -1.24], [2.31, 4.08, -1.80], [4.53, 3.82, -3.73], [5.10, 2.11, -5.46], [4.31, -0.24, -5.11], [2.90, -0.74, -3.20], [0.57, 3.06, 1.58], [-0.62, 3.37, 0.15], [-2.37, 2.90, 0.52], [-0.29, 5.09, -0.43], [-0.04, 2.20, -1.22], [-0.78, 2.27, -2.44], [-1.82, 3.15, -2.74], [-2.46, 3.10, -3.97], [-2.09, 2.15, -4.92], [-1.09, 1.24, -4.64], [-0.49, 1.36, -3.42], [0.49, 0.43, -3.02], [-0.01, 2.97, 2.50], [1.21, 3.94, 1.70], [1.21, 2.18, 1.56], [-2.52, 2.78, 1.59], [-2.67, 1.97, 0.02], [-3.06, 3.69, 0.19], [-0.35, 5.75, 0.44], [-1.01, 5.47, -1.16], [0.70, 5.20, -0.86], [-2.15, 3.89, -2.02], [-3.25, 3.80, -4.18], [-2.60, 2.11, -5.88], [-0.78, 0.46, -5.33]],
  "gap_ha": 0.21384,
  "relative_energy_kcal_mol": 28.9,
  "total_charge": 3,
  "total_energy_ev": -119962.8933
}